[1]
Here is a cluster of 2 separate species, C2H5O3 in total at a distorted geometry from the OMol25 dataset. Energies are from wB97M-V/def2-TZVPD.

Geometry (Å):
1 O 0.20 -0.65 1.52
2 C -0.71 0.11 1.12
3 O -1.60 0.64 1.81
4 C -0.88 0.35 -0.42
5 H -1.96 0.41 -0.47
6 H -0.54 -0.34 -1.22
7 H -0.22 1.21 -0.57
8 H 1.63 -0.95 0.05
9 H 1.77 -0.17 -1.23
10 O 2.31 -0.62 -0.58

Calculated values
- electronic energy (Ha) = -304.98556
- frontier orbital gap (eV) = 8.5
- total charge = -1
- LUMO energy (eV) = 4.2290
- F_max (Eh/bohr) = 0.0308
- HOMO energy (eV) = -4.223

***

[2]
Here is a cluster of 2 separate species, C2H5NO2 in total at a distorted geometry from the OMol25 dataset. Energies are from wB97M-V/def2-TZVPD.

Geometry (Å):
1 C 0.21 0.45 2.09
2 N 0.52 0.56 0.76
3 H -0.80 0.64 2.45
4 H 0.87 0.24 2.91
5 H 1.36 0.12 0.43
6 H -0.23 0.37 0.09
7 O 0.25 -1.29 -1.43
8 C -0.51 -0.61 -2.19
9 O -1.40 0.19 -1.82
10 H -0.27 -0.67 -3.28

Calculated values
- electronic energy (Ha) = -284.43787
- frontier orbital gap (alpha / beta) (eV) = 6.6 / 8.7
- total charge = -1
- LUMO energy (alpha / beta) (eV) = 4.4445 / 4.3664
- F_max (Eh/bohr) = 0.0338
- spin multiplicity = 2
- HOMO energy (alpha / beta) (eV) = -2.181 / -4.356

***

[3]
Here is an isolated molecule of C18H15ClN2O3S2 from the OMol25 dataset. Energies are from wB97M-V/def2-TZVPD.

Geometry (Å):
1 C -4.93 -2.46 -0.41
2 C -3.49 -2.11 -0.19
3 C -2.49 -2.77 -0.90
4 C -1.16 -2.47 -0.71
5 C -0.79 -1.50 0.22
6 N 0.58 -1.23 0.40
7 C 1.12 -0.04 0.78
8 O 0.47 0.91 1.19
9 C 2.60 0.00 0.72
10 C 3.37 -1.03 1.25
11 C 4.75 -0.92 1.31
12 C 5.37 0.22 0.84
13 C 4.62 1.24 0.29
14 C 3.23 1.14 0.22
15 N 2.48 2.16 -0.36
16 S 1.31 1.82 -1.53
17 O 1.60 2.72 -2.61
18 O 1.28 0.41 -1.79
19 C -0.24 2.31 -0.84
20 C -1.44 1.71 -1.05
21 C -2.49 2.36 -0.38
22 C -2.05 3.44 0.33
23 Cl -3.01 4.48 1.27
24 S -0.34 3.69 0.17
25 C -1.77 -0.85 0.96
26 C -3.10 -1.16 0.75
27 H -5.15 -3.44 0.00
28 H -5.58 -1.73 0.08
29 H -5.16 -2.47 -1.47
30 H -2.76 -3.52 -1.63
31 H -0.40 -2.97 -1.28
32 H 1.20 -1.84 -0.12
33 H 2.88 -1.90 1.65
34 H 5.34 -1.73 1.73
35 H 6.44 0.32 0.89
36 H 5.11 2.13 -0.10
37 H 3.01 2.97 -0.64
38 H -1.55 0.83 -1.65
39 H -3.51 2.03 -0.40
40 H -1.50 -0.10 1.68
41 H -3.86 -0.64 1.32

Calculated values
- electronic energy (Ha) = -2286.72674
- frontier orbital gap (eV) = 8.8
- total charge = 0
- LUMO energy (eV) = 0.5044
- F_max (Eh/bohr) = 0.0188
- HOMO energy (eV) = -8.320
- SMILES = Cc1ccc(NC(=O)c2ccccc2NS(=O)(=O)c2ccc(Cl)s2)cc1

***

[4]
Here is an isolated molecule of C5H8O2 at a distorted geometry from the OMol25 dataset. Energies are from wB97M-V/def2-TZVPD.

Geometry (Å):
1 C -1.85 -0.69 0.20
2 C -0.68 0.23 -0.15
3 O -1.17 1.42 -0.61
4 C 0.47 0.20 0.84
5 C 1.63 -0.37 0.05
6 C 1.34 0.29 -1.28
7 O 2.13 0.68 -2.08
8 H -2.50 -0.18 0.93
9 H -2.48 -0.90 -0.67
10 H -1.52 -1.62 0.67
11 H -0.40 1.80 -1.04
12 H 0.70 1.23 1.15
13 H 0.24 -0.40 1.73
14 H 2.64 -0.26 0.47
15 H 1.45 -1.42 -0.22

Calculated values
- electronic energy (Ha) = -345.67580
- frontier orbital gap (alpha / beta) (eV) = 8.4 / 7.8
- total charge = 0
- LUMO energy (alpha / beta) (eV) = 0.5848 / 0.2422
- F_max (Eh/bohr) = 0.0271
- HOMO energy (alpha / beta) (eV) = -7.836 / -7.549

***

[5]
Here is a cluster of 2 separate species, C4H3ClO in total at a distorted geometry from the OMol25 dataset. Energies are from wB97M-V/def2-TZVPD.

Geometry (Å):
1 C 0.58 -0.44 0.53
2 C 2.51 0.33 0.22
3 C 2.72 -0.85 -0.13
4 C -0.05 -0.61 -0.61
5 O 2.95 -1.98 -0.31
6 Cl 3.01 1.88 0.09
7 H 0.39 -0.85 1.47
8 H 0.43 -0.47 -1.57
9 H -1.05 -1.14 -0.45

Calculated values
- electronic energy (Ha) = -689.47684
- frontier orbital gap (eV) = 9.1
- total charge = 0
- LUMO energy (eV) = 0.3596
- F_max (Eh/bohr) = 0.0924
- HOMO energy (eV) = -8.717

***

[6]
Here is a cluster of 2 separate species, C9H14 in total at a distorted geometry from the OMol25 dataset. Energies are from wB97M-V/def2-TZVPD.

Geometry (Å):
1 C -0.79 -0.84 -2.62
2 C 0.27 -0.15 -1.80
3 C 0.73 1.10 -2.18
4 C 1.69 1.75 -1.43
5 C 2.23 1.13 -0.32
6 C 1.80 -0.13 0.05
7 C 0.83 -0.78 -0.69
8 H -1.72 -0.29 -2.48
9 H -0.89 -1.92 -2.47
10 H -0.50 -0.74 -3.67
11 H 0.37 1.55 -3.09
12 H 2.08 2.73 -1.63
13 H 2.96 1.63 0.29
14 H 2.24 -0.59 0.94
15 H 0.47 -1.79 -0.48
16 C -1.76 -1.01 2.65
17 C -1.15 0.39 2.77
18 H -1.38 -1.71 3.39
19 H -2.85 -0.99 2.67
20 H -1.58 -1.48 1.68
21 H -1.79 1.05 2.18
22 H -0.12 0.40 2.42
23 H -1.13 0.66 3.83

Calculated values
- electronic energy (Ha) = -351.32034
- frontier orbital gap (eV) = 10.1
- total charge = 0
- LUMO energy (eV) = 1.0015
- F_max (Eh/bohr) = 0.0206
- HOMO energy (eV) = -9.051
- SMILES = Cc1ccccc1.CC

***

[7]
Here is a cluster of 2 separate species, C11H15N in total at a distorted geometry from the OMol25 dataset. Energies are from wB97M-V/def2-TZVPD.

Geometry (Å):
1 C -2.37 1.34 1.05
2 C -1.16 0.94 0.26
3 C -1.14 0.01 -0.73
4 N 0.16 -0.10 -1.23
5 C 0.97 0.74 -0.52
6 C 2.34 1.03 -0.65
7 C 2.90 1.80 0.33
8 C 2.15 2.31 1.43
9 C 0.79 2.14 1.47
10 C 0.19 1.39 0.44
11 H -2.45 0.63 1.89
12 H -3.29 1.32 0.47
13 H -2.35 2.34 1.48
14 H -1.96 -0.59 -1.09
15 H 0.49 -0.81 -1.86
16 H 2.91 0.61 -1.46
17 H 3.88 2.24 0.17
18 H 2.71 2.88 2.16
19 H 0.26 2.46 2.36
20 C -1.93 -4.50 -0.03
21 C -1.34 -4.44 -1.43
22 H -1.87 -5.49 0.44
23 H -1.40 -3.86 0.67
24 H -2.99 -4.26 0.03
25 H -2.04 -3.90 -2.07
26 H -1.19 -5.40 -1.91
27 H -0.37 -3.96 -1.47

Calculated values
- electronic energy (Ha) = -482.89633
- frontier orbital gap (eV) = 8.7
- total charge = 0
- LUMO energy (eV) = 0.8419
- F_max (Eh/bohr) = 0.0216
- HOMO energy (eV) = -7.830
- SMILES = Cc1c[nH]c2ccccc12.CC